Entry 1:
Molecular formula: C23H65CrN14O14
Method: DFT, wB97M-V/def2-TZVPD

Atoms and positions in Å:
H 2.05293 29.62902 20.94317
C 4.62109 37.25895 16.70845
C 4.52274 29.88555 21.07712
O 6.38403 27.64349 16.53299
H 2.76392 33.04062 15.25171
H 3.46519 28.12906 24.07821
H 3.97512 26.31180 17.94836
N 3.63172 36.34948 16.75979
O 3.63749 35.10321 14.15553
N 0.18997 29.24491 16.45847
N 3.46156 27.11136 17.60911
H 4.68337 34.40080 11.94851
H -2.54555 34.57075 27.57431
H 0.82777 33.03737 21.36768
H 4.68449 34.15493 16.55690
H 6.68433 26.58369 14.73650
C -0.01314 33.57034 20.90600
H 4.66921 32.75595 12.24592
H 4.58951 27.84713 15.40481
C 3.69887 33.95495 13.69478
H -0.55045 36.36494 23.72213
N 2.01536 37.51721 20.29077
H 0.66939 26.25928 19.26928
N 4.87675 37.72483 15.44055
H 3.72100 24.48049 21.06954
H 2.61824 27.93110 19.42175
H -2.94063 32.98381 27.14435
H 3.51631 24.11569 19.31222
C -0.86306 31.60200 19.93826
H 2.23599 26.10348 26.12934
H 3.87601 25.07133 27.43850
N 0.46495 31.30305 15.65914
N 7.53147 33.61286 17.88679
H 7.96979 33.80177 18.76669
H 1.67753 30.03851 22.65303
H -0.14678 28.30111 16.47738
C 2.25233 27.98968 22.39355
H 7.97297 33.30107 17.04239
O 2.18731 31.35956 18.45924
H -1.24569 33.35638 27.13756
H 3.44461 35.88221 17.62510
H 2.94864 27.46336 21.73304
Cr 4.67975 34.38826 20.71858
H 1.00769 29.52513 16.96263
H -0.50093 31.89863 18.94574
H 0.19207 32.22310 15.35978
O 2.39654 33.32550 17.53757
N 5.65683 33.87479 16.56703
O -1.14163 32.70996 20.76534
H 4.53274 30.83607 20.53071
H 3.16633 36.02757 15.92541
H -1.32067 35.20558 21.24758
C 2.32538 27.36829 18.53107
C 1.71986 26.05472 19.04195
H 0.28443 33.83288 19.88522
H 4.38509 23.44383 27.00312
H 5.42087 29.25920 15.80970
H 1.38185 38.17327 19.87042
O 3.38394 32.85693 19.40424
C 5.15883 28.27842 16.23805
N -0.68596 34.40083 23.09233
O -1.28415 30.03631 14.86793
N 2.68298 32.49612 18.44072
H 1.62254 25.32483 18.22944
H -0.15892 30.92817 20.43261
O 5.56190 34.19969 18.83997
H 3.43535 25.89813 23.24114
C 2.16880 36.31421 19.66414
C 4.21649 28.34155 17.45016
H -1.77947 36.01667 25.92039
H -2.16185 36.01972 23.47472
C 3.60653 24.18708 26.85468
C 2.33720 29.47292 21.98903
H 1.76144 25.73079 23.69440
H 0.22806 35.62013 21.62785
H 1.17802 27.80371 22.31626
H 3.04614 32.00978 13.89879
H 8.12794 26.98276 15.64936
C -0.28747 30.17256 15.55843
H 5.21998 38.66802 15.39169
N 3.15989 32.90776 14.33368
H 2.74247 37.89604 20.87100
N 1.18254 36.03172 18.81119
O 2.30252 25.58884 20.23465
H 2.67956 23.80058 27.28326
C -2.22671 33.77275 26.89713
H -1.80795 31.10324 19.72214
O 3.65180 29.98637 22.16731
O 3.41489 24.57620 25.50120
N 2.57668 27.73975 23.78518
H 4.37443 37.30941 14.67418
H 4.32054 25.62183 19.87547
O -2.24555 34.10612 25.52532
H 6.37067 34.02147 15.87604
H 7.39219 28.25151 14.83280
H 4.79917 28.62266 18.33308
C -1.24208 35.51540 23.81160
O 3.15536 35.56483 19.82873
C -0.42817 34.74360 21.70828
C 7.13014 27.33874 15.38435
H -0.36077 35.03447 25.68374
H 1.57864 27.90714 17.95449
C 3.01696 25.92270 25.38278
O 5.28279 37.60726 17.69021
H -1.30207 33.60182 23.19135
N 4.33421 33.65831 12.52908
H 5.52040 29.93239 21.54325
H 1.19428 31.38504 16.34791
C -1.37750 35.20323 25.30468
C 6.21243 33.94506 17.80453
C 2.67457 26.27821 23.93146
H 3.55062 29.18338 17.25487
H 3.81979 26.61059 25.69477
C 3.52442 24.89300 20.07973
H 4.61716 28.97219 20.49138
H 1.33389 35.08666 18.45566
H 0.34868 36.50678 18.52648

Force components x, y, z for each atom (eV/Å):
H -0.273 -0.150 0.056
C 1.073 0.426 0.009
C 2.129 1.119 1.101
O -0.341 -0.754 0.212
H -0.069 0.049 -0.076
H 0.045 0.186 -0.348
H 0.540 0.281 -0.084
N -0.697 -0.533 0.214
O 0.078 -0.317 -0.319
N -0.143 0.159 -0.411
N -1.157 0.778 0.513
H -0.136 0.271 0.299
H 0.489 0.473 -0.238
H 0.004 -0.083 0.117
H 0.088 0.271 -0.834
H -0.333 0.136 -0.043
C -0.220 -0.964 -0.811
H -0.361 -0.275 0.358
H 0.208 -0.727 0.143
C 0.260 0.598 0.035
H 0.329 -0.189 0.228
N 0.463 -0.653 0.015
H 0.067 0.078 0.371
N 0.020 -0.053 0.439
H 0.146 -0.288 -0.201
H -0.013 0.286 -0.039
H -0.078 -0.122 -0.690
H -0.197 -0.008 0.011
C -0.430 -0.051 -0.248
H -0.529 0.216 -0.529
H 0.163 -0.048 0.149
N 1.145 1.550 -0.281
N -1.650 0.518 -0.111
H 0.583 -0.177 -0.193
H 0.082 0.155 -0.127
H -0.012 0.023 -0.130
C 0.195 2.014 0.016
H 0.659 -0.038 0.333
O 0.592 0.670 -0.607
H 0.133 0.351 0.371
H 0.184 -0.123 0.085
H -0.625 -0.528 -0.253
Cr -1.554 -0.031 -3.941
H 0.094 -0.456 0.287
H 0.382 0.148 0.158
H -0.703 -0.416 -0.471
O 0.394 -0.138 -0.053
N 0.818 0.014 2.334
O 0.289 0.319 0.221
H -0.637 -0.486 -0.857
H 0.066 -0.066 -0.081
H -0.282 -0.485 -0.167
C 0.553 -1.403 -0.445
C -1.016 0.882 -0.234
H 0.200 0.278 0.057
H 0.086 -0.069 -0.549
H -0.179 0.413 0.539
H -0.074 0.112 0.155
O 0.798 0.114 1.070
C -0.184 0.670 -0.444
N 0.001 0.285 0.010
O 0.814 0.051 0.173
N -1.503 -0.611 0.387
H 0.662 -0.299 0.106
H 0.050 -0.115 -0.200
O -0.286 0.640 1.624
H 0.212 -0.303 0.204
C -1.157 2.824 0.469
C 1.346 -0.241 -0.881
H 0.100 0.483 -0.494
H -0.387 -0.885 -0.513
C -0.415 0.728 0.235
C 0.238 -0.373 0.475
H -0.277 0.500 -0.317
H 0.722 -0.481 0.375
H 0.223 -0.881 -0.670
H -0.049 0.001 -0.007
H -0.258 -0.304 0.537
C -1.161 -0.359 0.591
H 0.154 -0.121 -0.234
N -0.227 -0.690 0.533
H 0.150 -0.043 -0.139
N 1.307 -2.659 -0.443
O -0.256 -0.609 -0.586
H -0.125 -0.077 -0.058
C -0.270 -0.945 0.280
H 0.029 -0.140 0.389
O -0.292 -0.226 0.300
O 0.506 -0.453 -0.199
N -0.516 -0.825 0.194
H -0.053 0.251 -0.160
H 0.168 -0.234 -0.126
O 0.092 0.014 0.036
H -0.876 0.204 -0.922
H -0.556 0.067 -0.321
H 0.081 0.001 0.133
C 0.006 1.226 1.297
O 0.813 -0.680 1.057
C -1.159 1.075 0.051
C 1.037 0.393 -0.149
H -0.058 -0.490 0.113
H -0.065 0.127 0.247
C 0.510 0.382 0.232
O -0.603 -0.083 -0.231
H 0.028 -0.058 -0.317
N 0.397 0.365 -0.717
H 0.015 -0.191 0.063
H -0.097 -0.326 0.297
C 0.078 0.198 -0.026
C 0.694 -0.898 -0.443
C 0.034 -0.249 1.095
H -0.362 -0.167 0.066
H 0.304 -0.209 0.062
C 0.171 0.730 0.655
H -1.000 -0.018 -0.172
H -0.449 0.237 -0.473
H 0.056 0.531 0.433

Its total charge is +1. As for the spin multiplicity: 5. The value obtained for the orbital gap (alpha / beta) is 4.1 / 5.0 eV.

Entry 2:
Molecular formula: C23H67N5O8
Method: DFT, wB97M-V/def2-TZVPD

Atoms and positions in Å:
O 24.26140 2.20468 -11.77097
O 22.98321 6.57002 -13.95539
H 14.08677 5.30779 -8.92106
C 12.31903 0.21290 -17.32175
H 17.06313 -6.50577 -15.39881
N 21.32027 -1.58375 -17.44373
C 24.28847 6.57961 -13.40912
N 22.46370 7.61424 -16.61469
H 9.14540 7.85209 -15.83054
O 23.35938 1.30581 -16.44464
H 21.91634 -2.31613 -17.07677
H 15.15400 3.43040 -14.60481
H 15.36440 1.99658 -15.68855
H 15.26591 6.07779 -10.51166
O 13.13053 -0.75988 -17.95009
H 17.09785 -3.09138 -14.51632
H 23.66817 -0.62782 -16.90844
H 10.21403 4.05489 -11.66688
H 20.31344 -0.54768 -14.92531
O 14.94783 4.89436 -8.85986
H 25.07775 1.70679 -11.71119
H 16.51151 -5.29457 -14.12941
H 22.50461 8.31892 -15.88606
H 12.19530 1.02329 -18.04202
C 21.84487 6.37793 -16.07197
H 15.75482 -0.14279 -16.35436
C 24.73504 1.33186 -16.20243
H 8.17117 6.43483 -16.15055
C 16.74206 2.09832 -13.98523
H 20.36811 -1.91361 -17.39217
C 21.35675 -0.47041 -15.23842
N 16.77740 2.79300 -12.68522
H 21.75146 -1.39608 -14.79793
H 12.82954 0.63684 -16.44956
H 21.11597 2.49355 -14.24576
H 8.87328 5.42460 -13.38993
C 23.37017 1.65305 -12.71808
H 25.02950 7.11645 -14.02376
H 18.19590 -5.47473 -14.63183
H 16.74012 5.35520 -9.88191
C 17.23539 -3.22347 -15.59501
C 16.49645 -0.79523 -15.89882
C 9.56051 5.08138 -14.16508
H 11.42102 5.15473 -13.07553
H 20.92886 6.64493 -15.52894
N 14.89852 -2.58322 -16.10044
H 20.27834 3.88742 -14.52109
H 21.27103 4.46734 -16.97733
C 20.23445 2.82718 -14.80027
O 16.88153 -4.53495 -15.97203
H 11.15658 2.74867 -14.95564
H 22.67866 2.44358 -12.99653
C 10.81341 4.41397 -13.60085
C 22.85575 5.74126 -15.09640
H 23.01278 0.24067 -18.24476
H 16.15576 2.32690 -12.02858
O 19.12180 2.17696 -14.22148
C 17.90904 2.63187 -14.79834
H 18.25766 -3.03685 -15.94300
N 10.39027 3.51193 -12.50104
H 14.63482 1.86469 -14.06162
C 15.67877 5.17985 -10.05268
H 17.86373 3.71551 -14.94530
H 8.24201 7.20368 -14.48861
C 22.93102 0.15655 -17.15528
O 9.91476 6.10365 -15.09670
C 17.15628 -5.50545 -14.98628
H 24.17049 7.09388 -12.46277
H 16.83993 1.03614 -13.74978
H 15.61330 4.31741 -10.71476
C 11.65821 3.65541 -14.60127
H 22.44971 5.32576 -17.78596
C 16.31114 -2.24671 -16.32599
H 22.83342 0.76518 -12.36480
H 20.82158 5.95345 -17.96461
H 21.85701 0.35497 -14.72317
H 17.69818 2.66014 -12.27277
H 11.89791 4.21714 -15.50197
C 8.79259 6.91626 -15.38763
C 15.39220 2.36873 -14.66766
H 14.80979 -3.59699 -16.03506
H 25.16384 0.41699 -15.77443
H 13.72102 -1.18778 -17.31633
H 23.81628 5.62912 -15.60533
H 11.34045 -0.15670 -17.00584
H 14.62972 -2.26426 -15.16959
H 12.52664 3.30930 -14.04217
H 25.29083 1.45011 -17.14167
H 9.53398 3.02463 -12.74489
H 24.99397 2.16447 -15.55433
H 22.46699 4.78201 -14.73165
H 17.45881 -0.41129 -16.25366
H 21.81046 7.92723 -17.32689
C 21.50477 5.49823 -17.25148
H 16.50172 -0.69481 -14.81306
H 17.86179 2.16401 -15.79886
H 20.34903 2.61148 -15.86287
H 16.48199 -2.26346 -17.40663
H 20.76430 0.36202 -17.03484
H 9.01545 4.29933 -14.71624
H 24.73652 5.57944 -13.42605
H 23.90384 1.29572 -13.60514
C 21.56569 -0.32582 -16.73994

Force components x, y, z for each atom (eV/Å):
O -0.094 0.334 0.346
O 0.307 0.347 -0.353
H -0.036 0.021 -0.052
C 0.656 0.286 0.030
H -0.605 0.066 -0.091
N 0.372 -0.046 -0.590
C 0.176 0.088 -0.854
N -0.431 -0.499 0.021
H 0.171 -0.154 0.007
O -0.648 0.057 0.181
H -0.016 0.003 0.036
H 0.138 0.060 -0.280
H -0.085 0.072 -0.049
H 0.120 -0.074 -0.348
O -0.084 -0.053 -0.181
H 0.288 0.082 0.075
H -0.308 -0.254 0.007
H -0.134 -0.052 0.026
H -0.149 0.555 -0.369
O 0.531 -0.003 0.316
H -0.061 -0.232 -0.125
H -0.089 -0.525 0.136
H -0.037 0.004 -0.060
H -0.238 0.011 0.077
C 0.451 0.630 0.327
H -0.256 -0.164 0.116
C 0.901 0.057 -0.747
H -0.330 -0.043 0.324
C -0.142 0.839 0.633
H -0.103 0.194 0.123
C 0.657 -0.181 0.994
N -0.055 0.081 0.383
H 0.525 0.015 -0.464
H -0.133 0.034 0.057
H -0.091 -0.581 -0.444
H 0.260 0.368 0.223
C 0.503 -0.563 -0.365
H -0.466 0.474 -0.121
H 0.022 0.333 -0.050
H -0.064 0.014 0.520
C -0.189 0.331 -0.832
C 0.958 -0.147 -0.163
C 0.627 -0.486 -1.284
H 0.107 0.245 -0.422
H 0.058 -0.277 0.241
N -0.155 -0.228 0.405
H -0.636 0.245 -0.717
H -0.765 0.257 0.137
C 0.741 -0.050 1.439
O -0.036 -0.393 -0.334
H -0.241 0.055 0.162
H -0.032 -0.107 0.025
C -0.816 0.104 1.080
C -1.018 0.135 -0.103
H -0.253 0.452 0.043
H -0.142 0.104 -0.145
O -0.012 0.684 0.059
C -0.185 -1.548 -0.845
H 0.225 0.095 0.556
N 0.276 -0.117 -0.331
H -0.159 -0.083 -0.264
C -0.480 -0.132 -0.118
H 0.038 0.056 0.401
H -0.185 -0.296 -0.005
C 1.229 -0.573 0.357
O -0.443 0.153 0.910
C 0.591 0.398 0.289
H 0.450 -0.431 0.351
H 0.299 -0.139 -0.751
H -0.074 0.194 -0.319
C -0.240 -0.432 0.075
H -0.062 0.342 -0.203
C -0.699 0.425 0.087
H -0.168 0.258 0.352
H -0.300 -0.142 0.212
H -0.356 -0.025 0.107
H 0.037 0.102 -0.184
H 0.271 0.269 0.222
C 0.509 0.397 -0.668
C 0.367 -0.185 0.894
H -0.053 0.110 -0.398
H -0.500 -0.173 0.281
H -0.162 -0.298 0.159
H -0.016 -0.111 -0.077
H 0.008 -0.160 -0.089
H 0.058 0.139 -0.096
H 0.282 0.109 -0.387
H -0.013 0.213 -0.062
H 0.052 -0.052 0.040
H -0.254 0.120 0.043
H 0.225 -0.225 -0.331
H 0.066 -0.077 0.128
H 0.268 0.439 0.027
C 1.577 -0.882 -0.166
H -0.236 0.020 -0.002
H -0.169 0.274 -0.033
H -0.059 0.227 -0.077
H 0.100 -0.423 0.052
H 0.376 0.188 -0.459
H -0.162 -0.079 0.019
H -0.377 -0.188 0.932
H -0.073 0.311 -0.134
C -1.494 -0.597 0.498

The value obtained for the orbital gap is 9.8 eV. As for the SMILES: COC[C@H](C)N.COC[C@H](C)N.COC[C@H](C)N.COC[C@H](C)N.COC[C@H](C)N.CO.CO.CO.

| no. | E_tot (eV) |
| --- | --- |
| 1 | -102842.6344 |
| 2 | -48763.1972 |